A 11-piece molecular cluster, C83H71Br2F10NO3 overall in a non-equilibrium geometry, computed with the ωB97M-V functional and the def2-TZVPD basis.

Properties
Highest occupied orbital energy in Ha: -0.283
Frontier orbital gap in eV: 5.7598
Lowest unoccupied orbital energy in Eh: -0.0714
2S+1: 1
Electronic energy in eV: -262088.89492

Positions of all 170 atoms, in Å:
Br (-7.088, 4.340, -5.733)
Br (-2.291, 1.462, 0.584)
F (6.686, 2.763, 2.724)
F (-7.892, -4.146, -0.311)
F (-0.310, -5.692, 1.103)
F (-3.607, 1.925, 3.638)
F (5.817, 2.379, -4.642)
F (0.601, 5.402, 3.021)
F (-6.834, 0.952, 8.203)
F (7.178, -9.419, -1.367)
F (-1.014, -7.259, -8.809)
F (2.586, -8.169, -3.375)
O (-0.485, 2.823, -1.260)
O (-4.003, 8.676, -4.354)
O (-4.641, 4.810, -1.123)
N (-4.923, 6.770, -2.825)
C (-1.674, -6.740, -6.605)
C (-0.172, -7.241, -4.781)
C (0.372, 6.496, 3.759)
C (0.750, 7.743, 3.272)
C (-5.426, 6.150, -4.109)
C (8.151, -10.221, -0.916)
C (-1.324, -4.022, -0.218)
C (-6.946, -1.723, 5.757)
C (8.914, -12.416, -0.293)
C (9.396, -9.682, -0.613)
C (4.592, 5.206, -5.066)
C (-6.783, 2.605, 2.024)
C (-7.400, 4.709, -2.813)
C (7.307, 1.878, -2.884)
C (-1.908, -2.759, -0.310)
C (-0.240, 6.367, 5.002)
C (1.400, 5.978, -0.061)
C (2.861, -8.163, -2.064)
C (-1.442, 5.734, -0.706)
C (-4.903, -6.611, 1.075)
C (7.595, 1.889, -1.519)
C (-7.170, -6.307, 0.299)
C (1.682, 4.626, 0.493)
C (4.481, -0.262, 4.431)
C (5.432, 0.421, 5.193)
C (7.899, -11.579, -0.757)
C (10.166, -11.884, 0.018)
C (-1.716, 4.522, 0.366)
C (-0.474, 7.505, 5.773)
C (-4.909, 2.198, 3.477)
C (-6.155, -7.143, 0.764)
C (-6.919, -4.949, 0.141)
C (-6.265, -2.726, 6.449)
C (3.428, -8.151, 0.652)
C (-7.073, 2.641, 4.428)
C (3.047, 4.805, -4.649)
C (4.276, 0.078, 3.094)
C (6.183, 1.443, 4.613)
C (-0.866, -4.476, 1.014)
C (-6.649, -0.246, 7.632)
C (5.019, 1.108, 2.516)
C (0.283, 7.680, -1.991)
C (-2.653, 6.298, -1.656)
C (-0.103, 8.762, 5.289)
C (-0.973, 8.262, -2.930)
C (-6.205, 4.718, -3.936)
C (10.409, -10.517, -0.138)
C (2.351, 3.364, -5.136)
C (1.926, -7.649, -1.171)
C (-1.549, -2.420, 2.061)
C (-4.227, 5.869, -1.824)
C (0.764, -7.749, -5.685)
C (6.659, 2.397, -0.615)
C (-5.427, 2.326, 2.193)
C (5.968, 1.778, 3.280)
C (-5.720, 2.350, 4.596)
C (-2.424, 7.533, -2.709)
C (-2.017, -1.959, 0.828)
C (0.506, 8.882, 4.039)
C (0.476, -7.760, -7.050)
C (-5.673, -4.410, 0.443)
C (-4.661, -5.244, 0.918)
C (1.783, 8.314, -2.183)
C (2.131, 5.828, -3.696)
C (5.440, 2.898, -1.073)
C (4.364, -8.658, -0.252)
C (-0.739, -7.253, -7.497)
C (5.178, 6.645, -4.470)
C (6.091, 2.385, -3.331)
C (-1.391, -6.739, -5.239)
C (-7.604, 2.765, 3.143)
C (4.264, 7.653, -3.501)
C (-0.975, -3.688, 2.154)
C (4.076, -8.669, -1.617)
C (0.063, 6.439, -0.891)
C (2.686, 7.270, -3.109)
C (-5.777, -2.486, 7.735)
C (5.157, 2.898, -2.439)
C (-7.144, -0.478, 6.354)
C (2.209, -7.649, 0.194)
C (-5.965, -1.237, 8.328)
C (-1.355, 3.037, -0.268)
C (-3.896, 7.750, -3.398)
H (3.538, -0.458, 2.502)
H (9.569, -8.620, -0.749)
H (2.359, 2.572, -4.262)
H (-5.251, -3.270, 8.274)
H (6.932, 1.979, 5.186)
H (1.480, -7.258, 0.900)
H (11.384, -10.104, 0.108)
H (4.711, 3.289, -0.367)
H (8.730, -13.481, -0.174)
H (-5.293, 2.241, 5.587)
H (1.230, 7.816, 2.302)
H (3.651, -8.146, 1.717)
H (1.187, -8.158, -7.766)
H (-6.340, -8.208, 0.883)
H (-4.112, -7.262, 1.441)
H (0.987, -7.255, -1.546)
H (-1.631, -1.794, 2.945)
H (-1.010, 4.694, 1.300)
H (-2.278, -2.399, -1.267)
H (5.315, -9.045, 0.107)
H (8.018, 1.480, -3.600)
H (1.675, 9.306, -2.838)
H (10.957, -12.535, 0.385)
H (8.545, 1.502, -1.160)
H (1.715, -8.135, -5.326)
H (-8.430, 5.128, -3.242)
H (-5.501, -3.347, 0.307)
H (-6.166, 6.921, -4.633)
H (-7.199, 2.699, 1.024)
H (6.882, 2.401, 0.450)
H (-0.944, 7.414, 6.749)
H (-6.114, -3.699, 5.985)
H (-7.321, -1.911, 4.754)
H (-8.152, -6.702, 0.061)
H (1.200, 3.638, -5.299)
H (-4.772, 2.206, 1.336)
H (-5.586, -1.030, 9.323)
H (2.315, 8.645, -1.193)
H (-7.131, 5.250, -1.803)
H (-0.290, 9.650, 5.889)
H (6.917, -11.975, -0.995)
H (-2.827, 4.496, 0.747)
H (3.899, -1.063, 4.884)
H (-0.857, 9.120, -3.719)
H (0.051, -7.237, -3.716)
H (1.207, 4.345, 1.529)
H (5.588, 0.156, 6.236)
H (-7.714, 2.770, 5.297)
H (0.790, 9.862, 3.662)
H (-2.469, -0.971, 0.757)
H (2.214, 6.819, 0.145)
H (-2.120, -6.348, -4.533)
H (-5.445, 3.809, -3.790)
H (6.307, 6.915, -4.742)
H (-0.612, -4.067, 3.104)
H (4.218, 3.292, -2.813)
H (-4.531, 6.000, -4.868)
H (-8.661, 2.988, 3.011)
H (2.779, 2.969, -6.151)
H (4.866, 1.392, 1.480)
H (1.041, 5.436, -3.460)
H (-7.613, 3.575, -2.521)
H (-7.678, 0.310, 5.834)
H (-1.223, -4.654, -1.094)
H (-3.686, -4.831, 1.165)
H (5.215, 4.482, -5.749)
H (4.787, -9.067, -2.333)
H (-0.528, 5.384, 5.358)
H (4.805, 8.637, -3.121)
H (2.411, 3.830, -0.016)
H (-2.613, -6.346, -6.979)



A 11-piece molecular cluster, C84H185N11O11 overall in a non-equilibrium geometry, computed with the ωB97M-V functional and the def2-TZVPD basis.

Properties
Highest occupied orbital energy (spin up / spin down) in Ha: -0.344 / -0.344
Frontier orbital gap (spin up / spin down) in eV: 7.0149 / 3.0429
Expectation value of S²: 0.754
Total charge: +1
Lowest unoccupied orbital energy (spin up / spin down) in Eh: -0.0859 / -0.2319
2S+1: 2
Electronic energy in eV: -128999.95576
ΔE to the lowest compared entry with this formula, charge and spin in kJ/mol: 0.00

Positions of all 291 atoms, in Å:
O (7.789, 3.304, 0.312)
O (8.836, -1.355, 0.243)
O (0.681, 1.894, 1.024)
O (0.027, 5.465, -5.812)
O (-7.466, 0.680, -1.809)
O (2.834, -2.284, -6.513)
O (-4.320, -3.064, 8.315)
O (-1.681, 7.414, 0.454)
O (4.256, -2.799, 6.417)
O (1.173, -6.623, -2.937)
O (-3.065, 3.738, 5.096)
N (-4.879, -2.652, 7.121)
N (7.577, -2.018, -2.309)
N (-6.733, -0.534, -2.025)
N (-2.357, 5.974, 6.561)
N (-0.717, 4.742, -4.872)
N (4.141, -3.065, 5.060)
N (-3.559, 4.823, 2.249)
N (-0.174, -6.915, -2.827)
N (6.499, 3.030, -0.114)
N (1.634, -1.530, -6.356)
N (0.288, 0.546, 1.294)
C (0.424, 5.759, -2.841)
C (-0.682, 1.062, 3.457)
C (-5.722, -0.322, 0.275)
C (-0.799, -4.364, -2.642)
C (-4.590, -4.934, 6.074)
C (-2.523, 4.362, -6.460)
C (-1.149, -1.064, 2.423)
C (0.216, -8.839, -1.232)
C (-6.347, -0.975, 8.203)
C (-5.845, -2.262, -3.624)
C (0.523, -0.331, 0.120)
C (-0.579, -5.565, -4.848)
C (5.646, -0.896, -1.589)
C (9.293, -1.702, 1.578)
C (-4.267, -3.392, 5.953)
C (-5.249, -1.616, 4.442)
C (-4.652, -1.733, -1.381)
C (-0.417, 5.021, 7.539)
C (-2.817, 3.907, -3.993)
C (-4.554, 0.776, -1.705)
C (5.617, 3.078, 1.087)
C (-0.558, -7.482, -1.487)
C (1.126, -0.970, -7.666)
C (-0.253, -0.366, -7.414)
C (3.220, -2.367, 2.929)
C (-1.077, -1.978, 1.242)
C (5.758, -5.029, 5.185)
C (-5.431, -0.420, -1.244)
C (6.687, -2.797, 4.722)
C (-2.986, -6.894, -2.168)
C (6.409, 5.208, -1.503)
C (-4.117, -0.270, 7.212)
C (-6.723, -0.975, -3.442)
C (5.747, 1.845, 2.046)
C (-0.967, -5.780, -3.369)
C (4.179, 3.015, 0.544)
C (-2.820, 6.609, 0.766)
C (0.221, -1.780, 0.516)
C (-2.299, 3.896, -2.605)
C (2.003, 0.095, -8.267)
C (2.065, -1.744, 5.041)
C (-1.369, 4.881, 6.398)
C (-0.363, 0.044, -1.122)
C (-2.073, -7.925, -1.551)
C (-0.340, -6.523, -0.303)
C (1.452, -2.066, -4.003)
C (-0.946, 0.433, 2.088)
C (-0.420, 0.582, -6.240)
C (6.228, 3.666, -1.462)
C (-5.982, -1.017, 5.650)
C (-1.255, 4.798, 1.696)
C (7.133, 3.009, -2.522)
C (0.026, 4.421, -3.610)
C (-6.220, 0.239, -4.356)
C (4.551, -2.839, 2.201)
C (5.418, -3.677, 4.538)
C (7.180, -0.965, -1.350)
C (7.470, -1.476, 0.057)
C (-4.079, 2.775, 4.901)
C (2.547, 0.128, -4.757)
C (-2.184, 4.894, -5.034)
C (-5.028, -3.111, 4.594)
C (1.044, -2.098, -8.720)
C (4.124, -0.571, 4.464)
C (5.290, -3.995, 3.017)
C (3.797, 3.760, -0.780)
C (-8.166, -1.313, -3.853)
C (3.478, -1.901, 4.351)
C (-2.731, -3.133, 5.790)
C (0.046, -0.241, -4.978)
C (-2.460, 5.657, 1.918)
C (1.270, 3.599, -3.857)
C (-0.823, 3.547, -2.667)
C (-2.617, 6.375, -4.780)
C (2.006, -0.335, -0.258)
C (5.782, 4.412, 1.911)
C (-5.302, -1.213, 7.049)
C (-1.995, 8.366, -0.613)
C (-2.071, 3.533, 6.205)
C (-4.479, -2.178, -2.900)
C (1.434, -0.901, -5.035)
C (-2.144, 1.044, 1.423)
C (-2.449, -6.239, -3.465)
C (4.797, 3.382, -1.874)
H (-3.799, 0.583, -2.466)
H (-5.895, -1.014, 9.194)
H (-0.829, 5.143, 5.488)
H (-5.116, -2.508, -0.771)
H (-4.358, -5.493, 5.168)
H (-0.880, 4.778, 8.495)
H (-2.049, -1.238, 3.013)
H (-4.781, 3.033, 4.108)
H (2.121, -1.151, 5.954)
H (-1.488, 0.881, 4.168)
H (4.140, -0.199, 5.488)
H (6.975, -2.152, 3.892)
H (7.107, 3.503, -3.493)
H (-3.698, -0.418, 8.207)
H (7.507, -1.578, -3.216)
H (-3.608, 4.394, -6.564)
H (5.897, -4.738, 6.226)
H (-2.830, 8.978, -0.272)
H (1.122, -2.188, 0.972)
H (2.650, 0.889, -5.531)
H (-0.316, -0.570, -2.022)
H (5.510, -0.648, -2.641)
H (-4.395, -3.478, 3.786)
H (0.237, 0.689, 3.910)
H (-5.648, -2.418, -4.685)
H (-6.384, -3.140, -3.269)
H (-5.142, 1.635, -2.028)
H (0.022, -9.511, -2.067)
H (4.629, 3.806, -2.864)
H (-0.068, 4.898, -6.580)
H (4.618, 2.320, -2.037)
H (-2.235, 6.276, 2.786)
H (-3.651, -1.595, -0.973)
H (-4.309, -1.092, 4.267)
H (-7.192, -1.663, 8.180)
H (-3.958, -7.364, -2.320)
H (-3.586, 6.683, -5.171)
H (0.689, 5.737, -1.784)
H (-1.030, -1.130, -7.403)
H (-0.067, -9.467, -0.387)
H (6.083, 5.699, -2.421)
H (0.615, -6.018, -0.449)
H (5.141, -1.946, 1.999)
H (2.232, 0.586, -0.796)
H (-4.027, -5.347, 6.912)
H (-4.341, 5.441, 2.416)
H (-0.560, 0.228, -8.274)
H (6.849, 4.582, 2.055)
H (4.688, -4.896, 2.903)
H (5.000, -5.812, 5.172)
H (3.707, 0.222, 3.841)
H (7.627, -0.004, -1.604)
H (-8.109, 0.406, -1.150)
H (-2.502, -2.119, 6.119)
H (0.257, -4.191, -2.431)
H (-0.011, 1.053, -1.334)
H (-3.486, 1.882, 4.703)
H (2.684, -0.329, 0.595)
H (-1.858, 1.841, 0.737)
H (-1.074, 8.909, -0.828)
H (-1.005, -4.688, -5.336)
H (-3.878, -1.470, -3.471)
H (-2.789, 6.607, -3.729)
H (7.441, 5.487, -1.289)
H (-0.431, 3.539, -1.650)
H (2.666, -3.157, -6.151)
H (-0.769, -0.928, -4.748)
H (-3.097, -5.399, -3.716)
H (9.139, -2.724, 1.926)
H (-8.829, -0.478, -3.625)
H (2.894, -1.509, 2.341)
H (-2.037, 6.869, 6.219)
H (-5.961, -3.663, 4.483)
H (5.190, 1.895, 2.982)
H (-2.305, -3.289, 4.799)
H (1.938, -2.624, -9.055)
H (1.680, 0.369, -9.272)
H (-2.855, 1.426, 2.156)
H (2.354, 0.627, -3.808)
H (1.561, -2.702, 5.168)
H (-3.108, 5.738, 5.929)
H (-5.037, -3.509, 8.774)
H (-2.223, -8.826, -2.145)
H (-1.109, -5.781, -0.087)
H (-2.584, -8.100, -0.604)
H (7.595, -3.363, 4.934)
H (2.088, 0.981, -7.639)
H (-8.485, -2.210, -3.323)
H (-3.903, -3.099, -2.988)
H (8.875, -0.971, 2.269)
H (4.369, -3.191, 1.186)
H (7.125, -2.487, 0.272)
H (-8.229, -1.492, -4.927)
H (-6.901, -1.576, 5.828)
H (1.370, 6.094, -3.267)
H (-5.917, -1.452, 3.596)
H (-4.681, 2.749, 5.809)
H (-2.635, -6.988, -4.234)
H (0.496, -5.402, -4.912)
H (-2.927, 3.152, -2.114)
H (-0.358, -6.968, 0.692)
H (-1.437, 2.719, 5.853)
H (8.576, -2.158, -2.249)
H (-4.427, 0.772, 7.140)
H (-2.155, 5.143, -7.124)
H (2.792, 3.442, -1.058)
H (0.368, -2.898, -8.419)
H (-1.112, -3.042, 1.476)
H (-0.637, 2.151, 3.460)
H (-3.437, 4.329, 3.121)
H (-6.527, 1.238, -4.045)
H (-1.478, 4.045, 0.940)
H (-5.131, 0.202, -4.322)
H (5.419, 0.951, 1.514)
H (-1.331, -4.238, -1.699)
H (1.699, 3.045, -3.022)
H (-6.477, 0.027, -5.393)
H (5.178, -0.568, 4.188)
H (5.186, -0.166, -0.922)
H (-2.180, -3.849, 6.400)
H (-6.767, 0.029, 8.148)
H (-3.799, 1.080, -0.980)
H (-0.789, -6.500, -5.367)
H (-2.513, 4.896, -2.228)
H (3.004, -0.318, -8.390)
H (3.558, -3.241, 6.907)
H (-1.988, -1.933, 0.644)
H (0.839, -2.878, -4.393)
H (-3.891, 4.076, -4.068)
H (0.527, -1.797, -9.631)
H (-3.651, 7.248, 1.065)
H (0.911, -1.740, -3.114)
H (2.586, -3.253, 2.970)
H (-1.926, 7.183, -5.018)
H (1.008, 2.803, -4.554)
H (6.941, -0.866, 0.789)
H (-0.039, -2.331, -0.388)
H (8.232, 2.452, 0.308)
H (-0.795, 2.472, -2.850)
H (2.074, 4.239, -4.220)
H (-6.514, -1.032, 0.512)
H (-3.143, -6.147, -1.391)
H (-1.162, -3.566, -3.290)
H (-4.804, -0.328, 0.863)
H (3.713, 4.831, -0.598)
H (5.229, -1.886, -1.407)
H (-1.410, 0.190, -0.857)
H (-2.003, 3.434, -6.700)
H (2.376, -1.188, -0.828)
H (7.049, 1.922, -2.492)
H (-2.328, 7.922, -1.552)
H (1.480, -7.229, -3.615)
H (-0.396, -1.416, 3.127)
H (6.561, -2.142, 5.584)
H (-0.123, 6.070, 7.530)
H (-1.451, 0.921, -6.131)
H (3.657, 3.437, 1.403)
H (5.823, 5.745, -0.758)
H (-3.081, 5.998, -0.097)
H (1.462, -1.131, 4.372)
H (-0.889, 4.215, 2.542)
H (-6.254, 0.597, 0.525)
H (10.361, -1.553, 1.734)
H (-2.637, 2.910, -4.395)
H (1.293, -8.758, -1.083)
H (-2.547, 3.240, 7.141)
H (-0.428, 5.398, 1.318)
H (-5.667, -5.080, 6.159)
H (6.707, -5.399, 4.797)
H (0.382, 4.363, 7.196)
H (3.807, 1.992, 0.490)
H (-6.178, 0.050, 5.545)
H (5.370, 5.334, 1.501)
H (6.210, -4.299, 2.518)
H (2.430, -2.516, -3.834)
H (5.345, 4.257, 2.898)
H (-2.698, 0.271, 0.891)
H (-0.327, 6.518, -3.058)
H (-3.366, -0.404, 6.434)
H (8.146, 3.060, -2.122)
H (0.143, 1.513, -6.308)
H (0.124, 0.333, -4.055)
H (1.413, 2.010, 1.635)
H (6.770, 1.613, 2.342)
H (3.515, -0.371, -4.759)



The lowest electronic energy belongs to which entry?
C83H71Br2F10NO3